No. 1
{"formula": "C46H58Cl5CsN7O5S2", "method": "the ωB97M-V functional and the def2-TZVPD basis", "symbols": ["H", "H", "H", "N", "H", "Cl", "C", "N", "H", "H", "C", "Cl", "H", "H", "O", "H", "H", "H", "C", "H", "C", "O", "C", "H", "C", "C", "O", "H", "H", "H", "H", "C", "C", "C", "H", "H", "H", "H", "N", "C", "C", "N", "C", "C", "C", "C", "C", "N", "H", "H", "C", "H", "H", "H", "C", "H", "H", "H", "Cl", "O", "C", "H", "C", "H", "H", "H", "H", "C", "C", "C", "C", "C", "C", "C", "O", "H", "H", "H", "C", "C", "S", "H", "H", "N", "C", "C", "H", "H", "H", "H", "Cs", "H", "Cl", "H", "C", "N", "C", "H", "C", "C", "C", "H", "S", "C", "C", "C", "H", "H", "C", "H", "H", "H", "C", "H", "C", "C", "H", "H", "C", "C", "H", "H", "H", "Cl"], "coordinates": [[-0.332, -6.074, -1.515], [1.617, -3.037, 3.656], [-1.233, -0.616, 5.354], [2.457, -2.430, 0.657], [4.689, 2.710, -1.699], [6.078, -2.676, 6.075], [-5.176, 2.784, 4.159], [-1.119, 1.256, 0.052], [-5.558, 2.766, -3.226], [-5.990, 4.465, 2.224], [-5.124, 3.866, 1.927], [7.214, -0.003, 4.981], [-3.174, 5.405, 3.100], [-0.751, 3.056, 6.070], [4.681, -2.491, 0.174], [-5.043, -0.807, -4.300], [-3.246, 4.679, 4.710], [-5.513, 1.834, 3.734], [0.148, 2.542, 5.718], [1.271, -0.056, -5.449], [4.056, -0.634, -3.739], [0.379, 0.541, 2.099], [-3.817, 4.856, 3.794], [1.793, 1.109, 4.006], [-3.195, 1.041, -1.262], [-1.781, 1.193, -1.105], [0.266, 1.633, -2.163], [3.234, -1.075, -4.298], [1.433, -4.636, -4.529], [-0.135, 2.772, -4.994], [1.005, -0.449, 4.234], [6.142, -0.236, -2.561], [5.378, -1.967, 4.663], [5.876, -0.759, 4.197], [0.015, 1.877, -6.522], [-1.942, 0.778, 6.186], [0.772, 2.319, 6.590], [-4.553, 4.441, 1.193], [1.497, -3.197, 2.672], [-0.181, 1.243, 4.963], [-1.513, 0.881, -3.567], [3.466, -2.253, -0.135], [-0.907, 1.246, -2.287], [7.604, 1.019, -1.164], [-0.668, 0.674, -4.837], [-0.402, -4.916, -3.365], [-5.250, 0.679, -2.704], [3.372, -4.306, 1.720], [-2.478, 2.525, 4.879], [-6.838, 1.679, -3.805], [0.762, 0.214, -4.515], [-4.676, 5.488, 4.046], [0.870, -6.530, -2.713], [-0.904, -5.583, -4.067], [6.651, 2.046, -1.098], [0.698, 3.230, 5.070], [-6.058, 3.385, 4.406], [-5.491, 2.956, 1.441], [3.391, 0.169, 1.251], [3.201, -1.775, -1.276], [5.445, 1.938, -1.759], [-2.243, -0.075, -6.186], [-3.751, 0.861, -2.486], [-5.174, -1.494, -2.676], [-3.324, 0.567, -4.581], [3.444, -4.845, 2.569], [-6.612, -0.830, -3.481], [4.193, -0.777, 2.457], [-0.592, 1.996, -5.616], [0.349, -5.680, -2.269], [-5.535, -0.695, -3.330], [1.378, -4.720, -1.641], [-2.869, 0.779, -3.618], [-2.756, 2.324, 1.540], [0.385, -2.293, -2.089], [-7.097, 0.673, -1.590], [8.538, 1.122, -0.625], [-5.270, 1.727, -4.626], [2.781, -2.986, 1.953], [5.263, -0.156, 3.105], [5.530, -1.529, -3.531], [-4.648, 2.566, 5.092], [-1.592, 2.333, -5.908], [0.330, -2.481, 2.276], [7.361, -0.128, -1.894], [0.659, -4.044, -4.024], [0.068, -2.819, 1.361], [-5.734, -0.005, -0.689], [4.290, -4.180, 1.308], [2.389, -5.131, -1.604], [1.295, -0.282, -0.924], [6.861, 2.930, -0.506], [3.739, -4.086, 4.661], [-5.866, 1.750, -0.911], [-6.027, 0.781, -1.392], [4.001, 0.527, -3.191], [-1.306, -0.403, -5.729], [8.089, -0.931, -1.930], [5.184, 0.785, -2.501], [-2.191, 2.252, 3.866], [-1.000, 0.316, 5.876], [1.134, -4.375, -0.636], [1.457, -3.195, -2.629], [-5.758, 1.778, -3.649], [-1.561, 1.579, 1.257], [-1.022, 1.580, 3.710], [1.676, 0.409, 5.636], [0.741, -0.659, -3.851], [-4.285, 3.535, 3.160], [-0.619, -0.654, -6.544], [0.500, -1.484, 2.184], [0.278, -3.275, -4.699], [3.764, -2.070, 2.814], [-3.796, 0.965, -0.366], [-3.076, 2.674, 2.806], [1.155, 0.536, 4.680], [-3.337, 2.678, 0.699], [-0.427, 0.072, 6.778], [4.334, -2.592, 3.978], [-0.635, 1.199, 2.347], [-1.506, -1.311, -5.151], [1.327, 0.998, -4.020], [-1.154, -4.263, -2.919], [5.860, 1.368, 2.555]], "atomic_forces_ev_per_a": [[0.01, 0.00, 0.02], [0.00, -0.02, 0.17], [0.01, 0.05, 0.04], [0.61, -0.29, 0.00], [0.00, 0.01, -0.01], [-0.08, -0.02, -0.07], [-0.05, -0.03, 0.03], [-0.25, 0.29, 0.11], [-0.02, -0.05, -0.03], [0.03, -0.03, -0.02], [-0.04, 0.00, -0.05], [-0.07, -0.03, -0.02], [-0.05, -0.03, 0.05], [0.04, -0.03, -0.03], [-1.07, 0.25, -0.16], [-0.04, 0.01, 0.08], [-0.04, 0.02, -0.07], [0.02, 0.07, 0.03], [0.01, 0.04, -0.03], [-0.06, -0.02, 0.05], [0.11, 0.10, -0.06], [0.14, -0.12, -0.06], [0.04, 0.00, 0.02], [-0.04, -0.04, 0.06], [0.24, -0.07, 0.15], [-0.09, 0.16, -0.03], [-0.77, 1.35, -1.09], [0.15, 0.13, 0.08], [-0.09, 0.05, 0.02], [-0.03, -0.06, -0.06], [0.02, 0.09, 0.05], [0.01, 0.01, -0.04], [-0.04, -0.05, 0.01], [0.00, -0.03, 0.02], [-0.05, 0.00, 0.08], [0.06, -0.02, -0.02], [-0.06, 0.01, -0.06], [-0.04, -0.04, 0.05], [0.08, 0.06, -0.34], [-0.01, -0.01, -0.12], [0.05, -0.07, -0.06], [0.80, -0.65, 0.20], [-0.56, 0.48, -0.07], [-0.04, -0.03, -0.04], [-0.03, 0.06, 0.08], [0.06, 0.04, 0.02], [0.04, -0.01, -0.05], [-0.02, 0.07, -0.05], [-0.01, 0.00, -0.04], [0.07, 0.01, 0.00], [-0.05, -0.07, 0.01], [0.06, -0.06, -0.02], [0.02, -0.03, -0.01], [0.03, -0.02, -0.02], [-0.01, 0.00, 0.00], [-0.03, -0.04, 0.06], [0.05, -0.04, 0.00], [0.02, 0.07, 0.02], [0.70, 0.24, 0.83], [2.20, -1.66, 0.36], [0.00, -0.01, 0.03], [0.06, -0.02, 0.04], [0.04, -0.02, -0.22], [-0.03, 0.05, -0.05], [0.00, 0.02, 0.08], [-0.13, 0.03, -0.19], [0.07, 0.01, 0.01], [-0.10, 0.03, 0.07], [0.01, 0.06, 0.04], [-0.01, 0.11, 0.01], [0.01, -0.06, -0.01], [0.08, 0.01, 0.07], [-0.13, -0.09, 0.05], [0.11, -0.10, -0.11], [-0.65, -1.67, -0.85], [0.04, 0.00, 0.02], [-0.03, -0.01, -0.01], [-0.03, 0.00, 0.07], [0.10, -0.02, -0.08], [-0.03, 0.06, -0.07], [-0.07, -0.04, 0.02], [-0.04, 0.01, -0.08], [0.07, -0.02, 0.01], [0.19, -0.09, 0.12], [0.00, 0.02, 0.02], [-0.14, -0.07, 0.09], [-0.05, -0.06, -0.06], [-0.03, 0.06, -0.05], [0.02, 0.01, 0.00], [-0.04, -0.01, 0.04], [-0.84, 2.18, 1.82], [-0.01, -0.05, -0.03], [0.12, 0.20, 0.36], [-0.02, -0.07, -0.03], [-0.04, 0.00, 0.05], [0.08, -0.08, 0.03], [-0.02, -0.01, -0.02], [-0.05, 0.05, 0.00], [-0.18, -0.13, -0.01], [-0.08, 0.07, 0.03], [-0.02, -0.02, 0.00], [0.02, -0.01, -0.03], [-0.27, -0.46, -0.75], [-0.02, 0.03, -0.02], [0.00, -0.12, -0.15], [-0.03, 0.05, 0.17], [-0.03, 0.00, -0.04], [0.01, 0.10, -0.19], [0.04, 0.01, 0.06], [-0.04, 0.03, 0.02], [0.09, 0.20, -0.05], [0.04, -0.06, 0.04], [-0.05, 0.03, -0.23], [0.02, 0.05, -0.03], [0.07, 0.04, 0.17], [0.02, -0.01, 0.01], [0.03, -0.04, 0.05], [-0.04, 0.03, -0.08], [0.11, -0.06, 0.04], [-0.12, -0.01, -0.11], [0.02, 0.05, -0.05], [0.07, -0.07, -0.04], [0.00, 0.00, -0.03], [-0.08, -0.09, 0.04]], "total_charge": -1, "e_homo_ev": -4.091, "relative_energy_kcal_mol": 0.0, "homo_lumo_gap_ev": 5.6}

No. 2
{"formula": "C6H23NO5", "method": "the ωB97M-V functional and the def2-TZVPD basis", "symbols": ["C", "C", "C", "H", "H", "H", "H", "H", "H", "H", "H", "H", "H", "O", "C", "O", "H", "H", "N", "H", "C", "O", "H", "H", "O", "O", "H", "H", "H", "H", "H", "H", "H", "H", "C"], "coordinates": [[-1.486, 1.895, -0.042], [-1.056, 0.312, -2.487], [0.199, -1.616, 3.087], [3.016, 0.861, -0.004], [-2.029, 2.121, -0.953], [-0.638, 2.592, -0.066], [1.000, 0.210, 0.856], [-2.020, 2.114, 0.880], [0.062, 1.957, -2.759], [1.256, -1.823, -1.594], [-0.198, 0.934, 1.893], [-0.570, -2.210, 3.576], [1.115, -2.196, 3.073], [-0.748, 1.582, -3.120], [-0.058, 0.162, 1.133], [3.629, 0.194, 0.339], [3.965, 0.561, 1.166], [0.215, -1.964, 0.996], [-0.333, 0.016, -1.301], [1.630, 2.793, 1.325], [-0.267, -1.253, 1.671], [-2.827, -2.535, -1.472], [-2.519, -2.402, -2.377], [-2.103, 0.470, -2.239], [1.553, 3.093, 0.413], [1.785, -2.452, -1.100], [0.647, 0.273, -1.323], [-1.868, -0.137, 0.062], [-1.300, -1.570, 1.490], [1.085, 3.933, 0.467], [0.345, -0.733, 3.708], [-2.133, -3.117, -1.139], [-1.012, -0.424, -3.293], [2.633, -2.096, -0.809], [-0.968, 0.455, -0.058]], "atomic_forces_ev_per_a": [[1.32, 0.54, -0.40], [-0.45, 1.34, -0.62], [-0.40, 0.37, -0.13], [0.24, -0.04, 0.13], [-0.58, 0.02, 0.19], [-0.07, -0.18, 0.05], [-0.03, 0.31, -0.18], [-0.40, -0.15, -0.16], [-0.04, -0.19, 0.07], [0.24, 0.43, 0.19], [-0.20, -0.14, 0.19], [0.06, -0.13, 0.11], [0.16, 0.04, 0.06], [0.28, -0.03, -0.02], [0.33, -0.51, 0.15], [-0.19, 0.15, -0.03], [-0.05, -0.06, -0.17], [0.38, 0.27, -0.19], [0.00, -0.18, 0.06], [-0.09, 0.04, -0.01], [-0.25, -1.09, -0.54], [0.44, -0.21, -0.25], [-0.27, 0.19, -0.03], [-0.19, -0.67, 0.24], [0.26, -0.01, 0.05], [0.09, -0.88, 0.22], [-0.07, 0.08, -0.19], [-0.13, -0.51, -0.07], [-0.26, 0.46, 0.57], [0.08, -0.03, -0.02], [0.10, 0.11, 0.07], [-0.15, 0.05, 0.31], [0.43, -0.29, 0.23], [-0.38, 0.46, -0.29], [-0.23, 0.41, 0.41]], "total_charge": 0, "e_homo_ev": -9.205, "relative_energy_kcal_mol": 28.6, "smiles": "CCC[C@@H](C)NCO.O.O.O.O", "homo_lumo_gap_ev": 9.4}

No. 3
{"formula": "C3H6O2", "method": "the ωB97M-V functional and the def2-TZVPD basis", "symbols": ["O", "H", "C", "H", "H", "H", "H", "H", "C", "O", "C"], "coordinates": [[1.427, 1.017, 0.721], [-3.716, -0.510, 0.481], [-1.901, -0.157, -0.564], [-0.835, 0.050, -0.614], [1.597, -1.404, 0.346], [-2.227, -0.021, 1.557], [2.138, 0.931, -1.175], [-2.275, -0.223, -1.581], [1.691, 0.459, -0.302], [1.413, -0.867, -0.445], [-2.668, -0.249, 0.595]], "atomic_forces_ev_per_a": [[0.10, 0.50, -0.15], [0.03, -0.08, 0.35], [1.10, 0.41, -1.41], [0.07, -0.16, 0.82], [-0.21, 0.58, 0.07], [-0.09, -0.02, 0.13], [-0.09, -0.15, -0.32], [-0.74, -0.18, 0.21], [-0.27, -0.60, 1.48], [0.45, -0.33, -1.14], [-0.35, 0.03, -0.05]], "total_charge": 1, "e_homo_ev": [-14.633, -14.630], "relative_energy_kcal_mol": 27.9, "multiplicity": 2, "s_squared": 0.7519, "homo_lumo_gap_ev": [8.3, 4.5]}

No. 4
{"formula": "C5H10O", "method": "the ωB97M-V functional and the def2-TZVPD basis", "symbols": ["H", "H", "H", "H", "O", "H", "C", "H", "H", "C", "H", "C", "H", "H", "C", "C"], "coordinates": [[-2.440, -0.669, -0.261], [-0.350, 1.181, -1.778], [-1.144, -1.269, -1.312], [-0.034, 2.259, -0.400], [1.092, -1.340, 1.167], [-0.717, 0.454, 1.188], [-1.386, -0.963, -0.286], [-1.684, 1.734, -0.760], [-1.251, -1.831, 0.368], [-0.460, 0.183, 0.150], [1.636, 0.728, 1.145], [2.015, -0.280, 1.269], [1.397, -0.596, -0.836], [3.018, -0.564, 0.955], [0.942, -0.437, 0.132], [-0.635, 1.410, -0.744]], "atomic_forces_ev_per_a": [[0.15, 0.03, 0.02], [-0.01, 0.04, 0.11], [-0.07, 0.04, 0.14], [-0.04, -0.13, -0.07], [-0.21, -0.16, 0.39], [0.26, -0.09, -0.19], [-0.06, -0.02, -0.02], [0.21, -0.11, 0.04], [-0.05, 0.14, -0.11], [0.24, -0.04, -0.06], [0.35, 0.90, 2.65], [-0.27, 0.49, -1.91], [-0.23, -0.78, -0.25], [-0.13, 0.37, 0.04], [-0.23, -0.70, -0.73], [0.09, 0.01, -0.05]], "total_charge": 0, "e_homo_ev": -9.108, "relative_energy_kcal_mol": 74.2, "smiles": "CC(C)[C@H]1CO1", "homo_lumo_gap_ev": 10.2}

No. 5
{"formula": "C7H11ClO", "method": "the ωB97M-V functional and the def2-TZVPD basis", "symbols": ["C", "C", "H", "H", "H", "H", "H", "H", "C", "O", "H", "C", "Cl", "H", "H", "H", "C", "C", "H", "C"], "coordinates": [[3.131, -0.438, 1.112], [-0.265, -0.797, 0.301], [-1.472, 2.155, 0.911], [1.311, -2.489, -1.260], [0.303, 2.194, 0.219], [-0.084, 1.505, 1.735], [2.581, -0.060, 1.969], [-1.701, -0.611, -1.576], [-0.511, 1.614, 0.784], [-0.314, -2.016, 0.026], [-2.632, 0.802, -1.011], [-0.770, 0.369, -0.025], [2.754, 1.892, -0.245], [-1.134, 1.102, -2.056], [3.739, -1.331, 1.373], [0.097, -3.889, -0.482], [0.356, -2.846, -0.767], [3.441, 0.269, 0.085], [4.360, 0.029, -0.460], [-1.640, 0.462, -1.288]], "atomic_forces_ev_per_a": [[0.37, -1.35, 3.11], [0.91, 2.08, 1.21], [0.71, 0.09, -0.29], [-1.35, -0.54, 0.75], [-1.73, -0.20, 0.67], [0.45, -0.79, 1.37], [-0.70, -0.16, -0.53], [-0.26, 0.90, -0.66], [0.25, 1.09, -2.28], [-0.91, -1.74, -0.57], [-0.15, 0.31, -0.25], [-0.23, -0.10, -0.08], [0.68, -1.26, 0.08], [-0.72, -0.59, 0.51], [-0.54, 0.53, -0.61], [0.63, 0.91, -0.61], [1.00, -0.47, -0.20], [1.23, 1.98, -1.57], [-0.82, 0.20, -0.56], [1.17, -0.88, 0.53]], "total_charge": 0, "e_homo_ev": [-7.917, -7.632], "relative_energy_kcal_mol": 109.5, "homo_lumo_gap_ev": [8.5, 8.1]}

no.,strongest force on any atom (eV Å⁻¹),E (hartree)
1,3.0,-5664.54224
2,1.5,-673.32058
3,1.8,-267.97166
4,2.8,-271.63445
5,3.4,-808.51788